1.
C4H12 | ωB97M-V/def2-TZVPD

Properties
- SMILES string: CC.CC
- LUMO: 1.16 eV
- DFT total energy: -4342.27740 eV
- Total charge: 0

Cartesian coordinates (Å):
H  -2.5340  -2.3328  -0.1608
H  2.2611  2.6562  0.4837
C  -0.4991  -1.6112  -0.5056
H  -0.5461  -0.7188  -1.1180
H  -1.4551  -2.6940  1.0963
C  -1.7014  -1.8916  0.3865
H  0.0048  2.4432  -0.7581
H  2.1633  1.5669  -1.0196
C  1.8683  1.7700  0.0065
H  -0.1233  0.8167  0.0429
H  -2.0439  -1.0401  0.9614
H  0.0001  2.3070  0.9811
H  2.2415  0.9081  0.5729
H  0.3829  -1.5270  0.1320
H  -0.3406  -2.4567  -1.1687
C  0.3216  1.8040  0.0675

Atoms 1-2, force components in eV/Å:
H -0.17 0.41 -0.22
H 0.42 0.30 -0.47


2.
C4H12 | ωB97M-V/def2-TZVPD

Properties
- SMILES string: CC.CC
- LUMO: 1.10 eV
- DFT total energy: -4341.52801 eV
- Total charge: 0

Cartesian coordinates (Å):
H  0.5883  0.8216  1.5742
H  2.1233  1.7728  2.1094
C  1.2451  1.6740  1.4144
H  -0.7766  -1.1057  0.3804
C  1.8075  1.8244  -0.0572
H  -2.2926  -0.4826  -0.0445
H  1.1741  1.3033  -0.7379
H  -0.6123  -1.6234  -2.0116
H  2.8770  1.6043  -0.0833
H  -2.3523  -2.0703  0.5725
H  -2.1181  -2.4151  -1.9600
C  -1.3537  -2.1630  -1.3313
H  0.5785  2.5262  1.7066
C  -1.6495  -1.4375  -0.1190
H  1.6743  2.9030  -0.2795
H  -0.9130  -3.1320  -1.1332

Atoms 1-2, force components in eV/Å:
H 0.63 -0.46 0.10
H -1.06 -0.66 -0.33


3.
C4H12 | ωB97M-V/def2-TZVPD

Properties
- SMILES string: CC.CC
- LUMO: 1.15 eV
- DFT total energy: -4342.27805 eV
- Total charge: 0

Cartesian coordinates (Å):
H  1.1282  0.0115  0.4016
H  -2.5122  -2.6086  -0.1924
H  2.3048  1.5965  -1.1059
H  -3.7324  -1.2519  0.0688
H  3.4245  0.4276  -0.3470
C  1.6620  0.8675  0.8097
C  2.7594  1.2632  -0.1911
H  -0.7578  -0.8423  -0.7796
H  -1.8947  0.4734  -0.3545
H  0.9823  1.7053  0.9289
H  3.3441  2.0501  0.2331
H  -2.9441  -1.5492  -1.5302
H  -1.3329  -0.6661  0.8656
C  -1.6116  -0.5585  -0.1418
C  -2.8288  -1.5620  -0.4697
H  2.1046  0.5934  1.7688

Atoms 1-2, force components in eV/Å:
H -0.22 0.01 0.24
H -0.53 1.07 -0.10


4.
C4H12 | ωB97M-V/def2-TZVPD

Properties
- SMILES string: CC.CC
- LUMO: 1.17 eV
- DFT total energy: -4341.97176 eV
- Total charge: 0

Cartesian coordinates (Å):
H  -2.7642  -1.0415  0.3498
H  -0.2202  -1.0342  -1.4509
C  1.3392  1.6314  0.0728
H  0.3056  1.9404  -0.0104
H  0.5791  0.0771  1.3343
H  2.0133  2.4607  0.2993
H  2.0024  0.9412  2.1263
H  -1.6797  -1.6690  -2.1351
C  -1.3297  -1.0183  -1.3460
C  1.5219  0.5964  1.2179
H  2.1907  -0.1546  0.7858
H  -1.4099  0.0372  -1.6216
C  -1.7452  -1.2285  0.0859
H  -1.1030  -0.5894  0.7125
H  -1.4129  -2.2009  0.4571
H  1.7127  1.2519  -0.8777

Atoms 1-2, force components in eV/Å:
H -0.67 0.01 -0.11
H -0.41 -0.69 0.43


5.
C4H12 | ωB97M-V/def2-TZVPD

Properties
- SMILES string: CC.CC
- LUMO: 1.13 eV
- DFT total energy: -4340.99127 eV
- Total charge: 0

Cartesian coordinates (Å):
H  -0.0916  1.0357  0.7576
C  -2.0410  1.7245  0.6470
H  -2.2695  2.8198  0.7466
H  -0.4904  2.0002  -0.8565
H  1.0596  -1.8109  1.0256
H  0.7296  -0.5019  -1.2953
H  2.5325  -2.3146  0.2841
H  2.5070  -0.7593  0.6821
H  -0.8513  0.4853  -0.6100
C  -0.7762  1.3623  -0.0630
H  0.0050  -1.8941  -0.7931
C  1.0165  -1.4398  -0.9155
C  1.8448  -1.4550  0.3197
H  1.5611  -1.9060  -1.7854
H  -2.7755  1.2551  0.1425
H  -1.9605  1.3985  1.7138

Atoms 1-2, force components in eV/Å:
H 0.61 1.08 -1.21
C 1.47 2.30 2.60


6.
C4H12 | ωB97M-V/def2-TZVPD

Properties
- SMILES string: CC.CC
- LUMO: 1.15 eV
- DFT total energy: -4342.22448 eV
- Total charge: 0

Cartesian coordinates (Å):
C  -1.9582  1.4784  0.6458
H  2.1526  -0.7263  0.0690
H  -0.0024  -1.7108  -1.8135
H  -0.1828  0.2679  1.3119
H  0.6412  -0.1249  -1.6334
C  0.9213  -1.1693  -1.6412
C  1.5761  -1.5806  -0.2975
H  0.8578  -1.8394  0.4823
C  -0.5613  1.2951  1.2657
H  -2.2390  0.6768  -0.0309
H  1.6947  -1.3122  -2.3870
H  -2.0429  2.4080  0.0894
H  0.2377  1.7557  0.6774
H  -0.6134  1.6470  2.2827
H  2.1947  -2.4553  -0.4781
H  -2.6762  1.3900  1.4572

Atoms 1-2, force components in eV/Å:
C 0.38 -0.82 0.16
H 0.27 -0.39 0.06


What did we get for energy above the lowest of the compared OMol25 structures with the same formula, charge and spin? Answer: 24.2, 96.5, 24.1, 53.7, 148.3, 29.3 kJ/mol, in the order shown.